No. 1
Density functional theory data (ωB97M-V with the def2-TZVPD basis set) for C42H45N6O5S2Y as an isolated structure in a non-equilibrium geometry.

The geometry in XYZ format:
```
101
C42H45N6O5S2Y | the Open Molecules 2025 dataset | ωB97M-V with the def2-TZVPD basis set
C 3.8815 1.5696 2.1280
N -1.0535 -1.0122 4.0142
H -3.1821 4.8155 0.2707
C -3.5191 -3.1349 2.3342
H 3.6204 -2.2891 2.1355
H -5.3662 -4.9430 1.9665
N 0.3418 1.8684 4.3174
H -2.7809 -1.5336 -2.0672
H -4.8147 -5.2973 0.3253
H 2.3313 1.5266 0.6182
H -0.5876 -1.6974 5.9046
H -0.1954 -5.8224 -6.0563
C -0.1432 -4.7380 -2.3570
C 1.0409 1.2529 5.3979
N -0.3831 2.3911 -0.9561
H -0.8549 -0.8200 -3.4119
C 0.2386 0.9605 -2.8642
H 2.0929 -3.5771 -0.8900
H -1.0669 2.9037 5.3733
C -1.9920 -1.8780 3.7453
H -0.8336 2.8513 -2.9685
H 5.3735 -5.6549 -3.1687
C -1.6414 3.4432 0.8340
H -1.3785 -6.4315 -1.9858
H -0.1156 -4.4070 -1.3280
H 0.5467 1.0142 -3.9098
N 1.6711 -1.0443 0.7374
H 1.0739 0.5131 -2.2929
H 1.0858 -3.8224 -5.3772
H 3.1711 -1.6036 -4.9444
O 6.1600 0.7732 5.1046
H -5.1557 5.1813 1.9876
H -6.0448 -4.0779 0.5855
O 5.5566 2.9695 4.1172
H -4.6080 5.5458 3.6304
C 4.6633 0.8020 2.9653
H -1.8707 0.5992 -3.1209
H 6.3703 -4.4382 -5.0637
H -3.8541 -3.6405 3.2274
C -1.3903 3.1425 3.2533
H 0.6998 1.6899 3.3696
C -0.0397 2.3855 -2.3695
H -0.6955 -0.4750 3.2166
C 3.1102 -3.1945 -3.5134
O -1.1700 -0.5129 1.4342
C -1.2409 3.2539 -0.5355
H 1.4252 -0.6075 4.3665
C -0.9891 0.0528 -2.7626
H -4.0581 6.5200 2.2661
C 2.8191 -0.4495 1.3729
C -0.5144 -0.7699 5.3338
C -0.8783 -6.2456 -4.0697
C -4.0742 -3.4620 1.1153
C -5.1353 -4.5064 0.9987
C -2.5211 -2.1482 2.4660
C 0.5579 -4.0272 -3.3111
C -0.7009 2.6342 4.3869
H 1.3637 -1.8142 1.3408
H -1.1363 -0.0219 5.8397
H 0.8729 2.9807 -2.4998
H 3.2519 -4.8772 -2.1881
C -2.6920 4.3242 1.0992
C 3.7023 -1.2111 2.1339
O -0.0064 1.9525 1.7340
C -2.0482 -1.4475 1.3017
C -0.8559 -5.8613 -2.7387
C -2.1804 -1.2257 -1.2069
C -2.6004 -1.8192 0.0355
H 2.1213 1.5186 5.3429
H -1.7115 3.9342 -1.2527
C -0.9732 2.7931 1.9218
C -3.1471 4.5944 2.3869
C -3.5977 -2.7989 -0.0166
Y 0.1534 0.5337 0.1854
H 1.5011 -0.6908 6.1167
C 0.5348 -4.3918 -4.6449
N 1.6906 -2.7051 -1.2153
H 3.9762 2.6428 2.1842
C 4.8947 -4.7712 -3.5597
H 1.9061 -1.6182 -0.1721
S 5.1848 1.6386 4.5067
C 0.9378 -0.2721 5.2846
H -2.3933 -2.4467 4.5770
H 0.6322 1.5954 6.3493
C -2.4813 4.0062 3.4468
C 3.7116 -4.3286 -2.9986
C -4.3089 5.5103 2.5873
C 4.8463 -2.9399 -5.1209
C 4.6300 -0.5749 2.9436
C 5.4548 -4.0800 -4.6222
H 5.2908 -2.4066 -5.9451
O 3.8314 1.5406 5.0892
C 2.9712 0.9365 1.2998
H -4.0142 -3.0697 -0.9762
S 1.5624 -2.5945 -2.7882
C -0.1823 -5.5147 -5.0213
N -1.2107 -0.4003 -1.3908
H -1.4273 -7.1273 -4.3619
C 3.6650 -2.4845 -4.5615
H -2.7947 4.2209 4.4583
H 5.2979 -1.1205 3.5899
```

The HOMO energy is -12.00 eV. The value obtained for the energy above the lowest of the compared OMol25 structures with the same formula, charge and spin is 8.0 kcal/mol. The value obtained for the orbital gap is 5.62 eV. As for the largest force on an atom: 1.71 eV/A. As for the total energy: -3166.49773 hartree. As for the charge: +2.



No. 2
Density functional theory data (ωB97M-V with the def2-TZVPD basis set) for one molecule with the formula C10H18ClP in a non-equilibrium geometry.

The geometry in XYZ format:
```
30
C10H18ClP | the Open Molecules 2025 dataset | ωB97M-V with the def2-TZVPD basis set
C -1.6342 1.1992 0.4176
C 1.1897 0.2949 -0.8254
H -1.7114 3.2910 0.0727
P 1.2896 1.5802 0.3058
C -1.9258 1.0082 -1.1058
H -1.3520 1.7696 -1.6654
H -3.0713 1.1313 -1.2992
H -2.0838 0.2041 2.2613
H -3.5845 0.3596 1.2009
H 0.7559 -1.7835 -2.2585
H -0.3659 -1.7503 -0.9960
H -1.6833 0.0580 -1.4004
H 3.8449 -0.9939 -0.5459
H 1.6438 -2.4378 1.2512
C -2.5219 0.1634 1.2830
H -1.8893 2.7854 1.7997
C -0.2514 1.1311 0.8554
H -2.4673 -0.9338 1.0020
H 3.0577 -1.1117 -2.2176
C 0.6938 -1.9594 -1.1768
C 3.1134 -1.3869 -1.1568
H -3.1405 2.7189 0.4762
C 1.7048 -1.0851 -0.5372
H 1.0292 -0.8551 1.7779
H 2.8023 -0.9610 1.2445
Cl 2.6161 1.7608 1.7739
H 3.3054 -2.4767 -1.0926
H 0.9797 -3.0260 -1.1349
C 1.7458 -1.3226 0.9742
C -2.0895 2.6279 0.7161
```

The HOMO energy (alpha / beta) is -7.10 / -8.58 eV. The value obtained for the orbital gap (alpha / beta) is 6.87 / 6.97 eV. As for the largest force on an atom: 4.65 eV/A. As for the expectation value of S²: 2.0899. Its spin multiplicity is 3. As for the total energy: -1193.08534 hartree.



No. 3
Density functional theory data (ωB97M-V with the def2-TZVPD basis set) for C43H30CrF6N6S2Sb as an isolated structure in a non-equilibrium geometry.

The geometry in XYZ format:
```
89
C43H30CrF6N6S2Sb | the Open Molecules 2025 dataset | ωB97M-V with the def2-TZVPD basis set
C -2.1884 3.0556 -3.7711
H -0.5279 -2.3172 5.5365
C -1.1452 -2.7489 0.6897
H -2.9809 0.6894 0.8743
H 2.4740 5.0475 1.7216
S 0.1891 -1.8828 2.7947
H -2.3392 3.5918 3.9604
C 5.5368 -0.7483 3.9486
H 1.2667 1.0813 -4.1965
C 5.1196 0.2405 4.8232
H -2.1900 -4.4607 0.8535
C -2.8488 2.2109 2.3933
H 1.7805 2.0907 3.8281
C -1.0886 -3.0211 4.9346
C 3.9830 0.9881 4.5451
Sb -0.2550 2.0964 -1.5648
C 2.1897 4.1389 -5.2540
H 1.8972 5.9927 -4.2204
H -2.2151 0.0453 -2.5690
C 1.3996 2.1560 -4.1902
H 5.6747 0.4308 5.7310
C -0.0108 3.7309 -0.2044
C 1.2482 3.8763 0.3813
H 5.1566 -1.7300 2.0653
C -0.6332 2.5171 3.2252
N -1.5893 -1.2616 -1.1022
H -1.2870 3.0837 -4.3690
H 0.0523 2.9871 3.9157
C -0.9604 -3.0028 3.5586
H -3.4385 3.8129 -5.3564
F 0.6899 6.7485 2.4701
C -2.5291 -1.9818 -3.1852
H 3.6489 1.7511 5.2394
H -2.9408 -1.7026 -4.1443
C 1.1301 4.3056 -3.1254
H -3.9069 2.4311 2.3988
F 1.4775 -1.9882 -1.2863
C -0.7758 5.6884 0.9793
C -4.5197 2.9916 -2.2476
H -1.9983 -3.9948 6.6105
F 2.1333 0.0451 -1.7405
C -2.1229 -0.9990 -2.2998
C 0.9530 2.9247 -3.1210
H 0.7725 4.9098 -2.3031
C -2.3615 -3.3093 -2.8336
H -3.2803 -5.5848 5.2138
S 2.9597 -0.3738 0.8957
C 1.1992 1.1384 2.1478
C 2.0240 2.7660 -5.2669
C -3.3141 2.5865 -1.6977
H -1.7772 -4.6236 -1.2357
C 1.7553 4.9207 -4.1966
H -5.4386 2.9767 -1.6769
F 2.7815 4.7298 -6.2890
H -2.5840 -4.1017 -3.5346
Cr -0.1444 -0.1649 -0.0473
H 2.3767 2.1900 -6.1117
C 4.8350 -0.9738 2.7706
N -0.4097 -1.8007 1.1931
C 1.4985 4.9070 1.2730
C -0.1917 1.5934 2.2899
H -1.9738 4.5828 -0.4064
N -1.0348 0.9834 1.4441
C -1.9044 -3.5971 -1.5544
F 0.5047 -0.8189 -2.8182
C -1.9179 -3.9618 5.5329
C -1.6812 -3.8885 2.7700
C -3.3880 3.4642 -4.3336
H -1.5356 6.4258 1.2036
C -1.9752 2.8533 3.2590
F -5.6887 3.8261 -4.0913
C 0.4701 5.7837 1.5719
C 3.7250 -0.2023 2.4810
H 2.0534 3.1988 0.1129
C -2.5263 -4.8074 3.3685
N 1.4342 0.3787 1.1109
N 2.0835 1.4593 3.1064
C 1.0313 -0.7419 -1.5598
H -3.2943 2.2555 -0.6688
C -2.6321 -4.8541 4.7513
C -2.3374 1.2691 1.5248
H 6.4134 -1.3402 4.1713
C -1.5706 -2.5546 -0.7122
C -1.0110 4.6522 0.0851
C 3.2823 0.7601 3.3734
H -3.1012 -5.4942 2.7573
C -2.1393 2.6256 -2.4473
C -4.5337 3.4303 -3.5603
N -1.6063 -3.8119 1.3575
```

The HOMO energy (alpha / beta) is -12.59 / -12.64 eV. The value obtained for the orbital gap (alpha / beta) is 5.82 / 6.22 eV. As for the largest force on an atom: 1.81 eV/A. As for the expectation value of S²: 0.7625. Its spin multiplicity is 2. As for the total energy: -4664.94523 hartree. As for the charge: +2.



No. 4
Density functional theory data (ωB97M-V with the def2-TZVPD basis set) for one molecule with the formula C4H4N2O in a non-equilibrium geometry.

The geometry in XYZ format:
```
11
C4H4N2O | the Open Molecules 2025 dataset | ωB97M-V with the def2-TZVPD basis set
C 0.6246 0.2915 1.8304
N -0.9909 -0.9289 -1.2835
H 0.5156 -0.4083 2.6708
C 0.0440 -0.1360 0.5510
H -0.5921 -2.1563 -0.6631
O 1.1943 1.3648 1.9665
C -0.4092 0.1941 -1.5873
N 0.1549 0.7449 -0.5089
C -0.6638 -1.2450 0.0497
H 0.5207 1.6806 -0.4435
H -0.3981 0.5987 -2.5822
```

The HOMO energy is -9.39 eV. The value obtained for the energy above the lowest of the compared OMol25 structures with the same formula, charge and spin is 73.4 kcal/mol. The value obtained for the orbital gap is 9.24 eV. As for the largest force on an atom: 3.46 eV/A. As for the total energy: -339.46472 hartree.



No. 5
Density functional theory data (ωB97M-V with the def2-TZVPD basis set) for one molecule with the formula C5H6O.

The geometry in XYZ format:
```
12
C5H6O | the Open Molecules 2025 dataset | ωB97M-V with the def2-TZVPD basis set
O 1.5472 -0.5136 0.6411
H -0.6216 1.9575 -0.2584
H 0.8763 1.4834 -1.0734
C 0.0545 1.1146 -0.4476
C 0.1882 -0.8982 0.8918
C -0.6546 -0.0556 -1.0982
H -1.0183 -2.1266 -0.6123
C -0.5961 -1.1611 -0.3538
C 0.5879 0.5133 0.8437
H -1.1191 0.0166 -2.0778
H 0.0262 -1.4546 1.8120
H 0.7294 1.1245 1.7330
```

The HOMO energy is -9.50 eV. The value obtained for the energy above the lowest of the compared OMol25 structures with the same formula, charge and spin is 31.8 kcal/mol. The value obtained for the orbital gap is 10.67 eV. As for the largest force on an atom: 0.29 eV/A. As for the total energy: -269.29563 hartree.



No. 6
Density functional theory data (ωB97M-V with the def2-TZVPD basis set) for C15H23Cl3NO2PPt as an isolated structure in a non-equilibrium geometry.

The geometry in XYZ format:
```
46
C15H23Cl3NO2PPt | the Open Molecules 2025 dataset | ωB97M-V with the def2-TZVPD basis set
H 2.7055 -3.5613 -0.6752
H 1.3004 1.1678 -2.8973
H 1.2483 0.9219 1.2175
C -1.0982 -1.1259 2.2208
H 2.1191 -1.1741 -2.6606
H -0.5340 3.2684 -2.7875
H 0.5870 4.0517 0.7332
H -0.1346 -3.6193 -0.3428
N 1.0736 -2.6167 -1.6155
P 0.5780 2.2966 -0.8989
H 1.8309 -2.6829 -3.5676
C -2.8988 0.1410 -3.8610
O -0.7341 -1.1509 0.9631
C -2.4020 1.3651 -3.4135
H -0.3021 -4.0422 -2.0648
H -2.9600 -1.9826 -3.5633
C 1.2659 3.7239 -0.0659
H 1.4374 4.5535 -0.7678
C 1.7625 1.8885 -2.2120
Cl -0.3234 -3.7324 2.3782
H 2.7423 -1.7760 -0.6865
C -1.2474 0.2207 -1.5869
H 2.6447 1.4233 -1.7519
Cl -1.9324 -2.4832 4.4403
C -0.9033 2.6999 -1.9214
H -2.6422 2.2954 -3.9408
H 2.2228 3.4260 0.3823
H -3.5662 0.1142 -4.7273
C -0.1991 -3.1950 -1.3531
H 0.6940 0.5838 1.7235
C -1.6030 -2.5335 2.7216
C -1.5190 -2.3790 -1.4042
H -1.8721 -2.2782 -0.3706
H 1.5988 -2.6516 0.4057
Pt -0.1673 0.5945 0.1819
H 0.4730 -1.5339 -3.2943
C -2.5549 -1.0273 -3.1979
H 2.0519 2.7908 -2.7652
C 1.3799 -1.9692 -2.8532
C -1.7072 -1.0341 -2.0661
Cl -3.0867 -2.9659 1.8352
O -1.0305 -0.1705 2.9957
H -2.2313 -3.0542 -1.9096
C -1.5378 1.3879 -2.3137
H -1.5762 3.3509 -1.3325
C 2.0793 -2.6500 -0.5898
```

The HOMO energy (alpha / beta) is -10.03 / -15.23 eV. The value obtained for the orbital gap (alpha / beta) is 3.57 / 4.66 eV. As for the largest force on an atom: 7.26 eV/A. As for the expectation value of S²: 6.0317. Its spin multiplicity is 5. As for the total energy: -2630.93180 hartree. As for the charge: +2.



No. 7
Density functional theory data (ωB97M-V with the def2-TZVPD basis set) for a 5-piece molecular cluster, C24H57Cl2I2N3O6P3S overall in a non-equilibrium geometry.

The geometry in XYZ format:
```
98
C24H57Cl2I2N3O6P3S | the Open Molecules 2025 dataset | ωB97M-V with the def2-TZVPD basis set
C -2.2005 1.1147 -2.3986
H 3.0108 2.5454 -1.6973
H -2.6161 0.3945 -3.0957
H 5.5322 0.7727 4.3773
H 4.7967 3.4804 4.7511
O 4.2233 -6.6732 3.1548
C 1.1409 -5.2151 1.9228
H 4.6087 -7.5043 3.4509
H -3.4185 8.6504 0.1170
C 0.4765 -0.7257 -0.7454
C 1.3020 0.4273 -0.0746
C -0.0330 -5.0279 0.9530
O 3.3572 2.2668 -0.8312
H 1.0972 -6.2247 2.3186
P 3.1256 0.6381 -0.6037
H 6.0651 -5.9823 2.4844
H 2.0805 -5.1530 1.3845
O -2.2595 3.9963 -1.4385
H -1.1251 -1.5012 4.7501
S 3.1321 -0.7758 2.3104
C -0.6744 0.9751 -2.2909
H -0.3467 -2.9148 3.9990
C -1.2297 -2.4938 -2.9367
H -2.9189 8.0416 -1.4734
H 0.8772 -1.3592 -4.2988
H -0.4422 1.3386 0.3714
H -2.7915 5.9517 -0.4746
H 0.0655 -5.6767 0.0820
C 5.0531 -6.1652 2.1155
H 1.7591 -3.8152 -0.3491
C 4.8509 2.5769 4.1491
H -1.9707 -1.4337 -1.3325
H -1.7862 3.4299 2.7476
H 1.0013 0.8615 2.6413
I 3.4395 -0.1268 -2.9316
H 0.9926 2.2084 -1.9372
H -1.7235 4.2806 1.2587
N 1.2491 -1.9074 -0.9004
C 0.0156 2.0883 -1.4629
H -1.4374 -0.2913 -4.6767
H -4.1625 -0.0069 0.9375
C -2.9754 0.9685 -1.0669
H -3.8177 -0.8694 -1.8141
H -3.0558 -2.1495 3.6471
H 0.8705 1.5024 -3.8271
O -2.7783 6.7101 0.1177
H -0.9069 -3.6351 -0.3899
H 4.6258 -5.2248 1.7740
H 1.6972 -2.7659 0.9894
C 1.1762 -2.9925 0.0605
I -0.0824 4.9071 -3.6227
H -3.4445 1.8906 -0.7270
H 1.4615 -2.1453 -1.8539
H -4.4744 7.5300 -0.7652
H -2.6086 3.8025 -0.5543
C -1.3689 3.3766 1.7464
H -1.7963 2.4809 1.2850
C 0.1560 3.4375 1.8573
H 1.5179 -0.2057 -5.4320
C 1.0378 2.7674 0.7789
H 0.4491 3.0709 2.8330
H -0.9628 -5.2865 1.4581
Cl 0.6317 5.1732 1.9046
H -2.3309 0.6123 -0.2536
C -0.2004 1.3124 -3.7728
H -5.6766 -0.6043 0.2235
P -0.6023 3.8818 -1.4584
C -4.5935 -0.6162 0.1460
N -0.2017 -0.4150 -2.0331
H 1.5101 3.5318 0.1811
H -0.3385 -0.9319 -0.0176
H 0.3266 -1.3494 -5.9913
C -3.4367 7.7897 -0.5452
O -2.2269 -2.5001 3.3046
H -1.1497 -2.4339 -4.0116
H -0.7858 2.1573 -4.1034
H 5.4215 2.7872 3.2400
H -2.4520 2.0518 -2.8863
H -4.9683 0.4179 -1.7655
C -1.2860 -2.5174 4.3790
H 3.8350 2.2624 3.8814
H -1.6388 -3.1528 5.1926
C -4.1425 -0.0230 -1.2139
Cl -0.7685 1.1570 -6.3857
H 5.0931 -6.8649 1.2764
H -0.6149 -3.0262 1.2853
C 0.6125 -0.7332 -5.1424
O 5.4890 1.5689 4.9173
C -1.2017 -1.4587 -2.1051
C -0.5046 0.2354 -4.8309
C -0.2023 -3.5746 0.4339
H 0.4676 -1.2597 1.9232
P 1.3582 -0.1829 1.7626
H 1.0765 -4.4564 2.6996
N 0.4343 1.6766 -0.0471
H -1.4098 -3.4940 -2.5631
H 1.9105 2.3911 1.3111
H -4.2704 -1.6473 0.2434
```

The HOMO energy is -11.35 eV. The value obtained for the orbital gap is 7.90 eV. As for the largest force on an atom: 2.83 eV/A. As for the total energy: -4501.96814 hartree. As for the charge: +1.



- Among the records above, which one has the lowest total energy?
  C43H30CrF6N6S2Sb



- Which of these has the lowest total energy?
  C43H30CrF6N6S2Sb